ORCA calculation (ωB97M-V/def2-TZVPD) on the molecule C22H22N4O3.

## Properties
SMILES ... CCOc1ccc(CCNC(=O)Cn2c(=O)c3cccn3c3cccnc32)cc1
E_LUMO ... 0.0034 Ha
Charge ... 0
Multiplicity ... 1
E_tot ... -35275.529 eV

```
51
Properties=species:S:1:pos:R:3:forces:R:3:lowdin_charge:R:1
C -2.753 -2.383 0.748 0.4 -0.2 0.0 -0.06
C -1.817 -3.545 0.429 -0.4 0.1 -0.1 -0.24
O -0.575 -3.432 1.087 0.2 0.1 0.1 -0.05
C 0.413 -2.654 0.557 0.2 0.0 0.0 -0.26
C 0.322 -1.888 -0.598 -0.4 -0.2 0.1 -0.01
C 1.435 -1.200 -1.059 0.2 0.0 0.1 -0.03
C 2.646 -1.251 -0.391 0.0 0.0 -0.2 -0.24
C 3.857 -0.525 -0.907 0.0 0.2 0.3 -0.13
C 4.193 0.700 -0.046 0.2 -0.1 0.0 -0.17
N 3.140 1.685 -0.101 0.4 -0.1 -0.5 0.07
C 2.371 1.984 0.959 -0.3 0.5 -0.2 -0.47
O 2.544 1.561 2.081 0.0 -0.1 0.4 0.07
C 1.246 2.980 0.616 0.4 0.1 0.2 -0.03
N 0.112 2.297 0.014 0.3 0.0 -0.5 0.07
C 0.188 1.963 -1.326 0.2 0.3 0.3 -0.36
O 1.171 2.256 -1.993 -0.2 -0.1 -0.2 0.06
C -0.954 1.262 -1.856 -0.2 -0.3 -0.7 -0.14
C -1.179 0.758 -3.124 0.2 0.2 0.4 0.00
C -2.436 0.141 -3.101 -0.1 0.0 0.1 -0.06
C -2.948 0.281 -1.833 -0.3 -0.2 -0.1 -0.07
N -2.050 0.960 -1.076 0.3 0.0 -0.4 0.02
C -2.105 1.342 0.251 0.0 0.3 1.0 -0.11
C -3.193 1.106 1.082 0.3 0.1 -0.1 0.00
C -3.142 1.532 2.398 0.1 0.0 -0.1 -0.05
C -2.004 2.196 2.829 -0.3 -0.1 0.1 -0.12
N -0.969 2.436 2.049 0.3 0.0 -0.3 0.14
C -0.989 2.019 0.792 -1.0 -0.3 0.3 -0.18
C 2.718 -1.992 0.785 -0.2 0.0 -0.1 -0.03
C 1.623 -2.681 1.253 -0.2 -0.1 0.0 0.01
H -2.926 -2.331 1.820 0.0 0.0 0.1 0.08
H -3.703 -2.525 0.239 -0.1 0.0 -0.1 0.08
H -2.310 -1.444 0.428 0.0 0.1 0.0 0.04
H -1.676 -3.643 -0.655 0.0 0.0 0.1 0.12
H -2.246 -4.478 0.805 0.1 0.1 -0.1 0.12
H -0.594 -1.827 -1.166 -0.1 0.0 0.0 0.10
H 1.349 -0.622 -1.969 0.0 0.1 -0.1 0.11
H 3.683 -0.198 -1.934 0.1 -0.1 -0.1 0.11
H 4.719 -1.196 -0.900 0.0 0.0 -0.1 0.12
H 4.307 0.414 1.002 0.1 0.0 -0.1 0.12
H 5.125 1.154 -0.400 0.0 -0.1 0.1 0.12
H 2.824 1.983 -1.018 -0.1 0.1 0.3 0.11
H 0.898 3.444 1.539 0.2 -0.1 -0.2 0.12
H 1.613 3.726 -0.093 -0.1 -0.1 0.1 0.13
H -0.506 0.836 -3.953 0.2 0.0 -0.1 0.12
H -2.918 -0.354 -3.920 -0.1 -0.1 -0.1 0.10
H -3.884 -0.058 -1.439 -0.1 0.0 0.1 0.12
H -4.068 0.599 0.704 -0.1 -0.1 0.0 0.11
H -3.969 1.357 3.066 -0.1 0.0 0.1 0.10
H -1.910 2.561 3.842 -0.1 0.0 0.1 0.11
H 3.649 -2.038 1.331 0.1 0.0 0.1 0.12
H 1.677 -3.268 2.157 0.0 -0.1 0.1 0.12
```
Positions in Å, forces in eV/Å.



ORCA calculation (ωB97M-V/def2-TZVPD) on the molecule C22H22N4O4.

## Properties
SMILES ... O=C(CCn1c2c(c3ccccc31)CCCC2)NNC(=O)c1ccc([N+](=O)[O-])cc1
E_LUMO ... -0.0663 Ha
Charge ... 0
Multiplicity ... 1
E_tot ... -37297.342 eV

```
52
Properties=species:S:1:pos:R:3:forces:R:3:lowdin_charge:R:1
O -1.067 -3.496 0.741 3.6 -5.3 -1.7 0.14
C -1.633 -2.538 0.967 -7.0 7.4 3.4 -0.41
C -3.413 -2.397 1.165 4.6 -3.7 -6.1 0.09
C -3.823 -1.790 -0.585 -2.9 -7.4 6.0 -0.03
N -3.236 -0.625 -0.635 -0.9 -4.2 -2.0 -0.18
C -2.240 -0.460 -1.421 4.2 7.2 -0.5 -0.19
C -1.912 1.040 -1.281 -3.6 -6.2 1.0 -0.21
C -2.924 1.538 -0.526 -1.4 0.9 3.5 -0.03
C -3.097 2.955 0.052 -7.0 -9.7 2.8 0.08
C -4.109 3.000 1.061 2.2 -3.8 -4.0 -0.02
C -5.050 1.948 1.493 11.2 2.6 -7.0 -0.07
C -4.743 0.867 0.869 -3.7 -11.3 0.2 -0.07
C -3.725 0.315 0.007 -0.6 14.4 2.5 -0.17
C -0.822 1.688 -1.756 -4.1 2.9 -11.3 -0.02
C -0.300 0.766 -3.322 4.5 -1.9 16.5 0.01
C -0.083 -0.463 -2.603 -2.3 -8.5 -3.9 -0.16
C -1.493 -1.368 -2.236 1.2 0.8 -2.1 -0.09
N -1.038 -1.263 1.268 -7.5 -3.6 0.4 0.11
N 0.230 -1.260 1.081 -3.6 2.1 -0.3 0.10
C 0.778 -0.185 0.942 -3.6 11.4 5.6 -0.44
O 0.063 0.913 1.400 2.6 -3.6 -2.9 -0.05
C 2.123 -0.121 0.950 7.0 2.7 -5.6 -0.10
C 2.911 1.143 1.086 -2.1 -0.2 2.9 0.02
C 4.229 1.255 0.849 2.4 -0.2 0.8 0.00
C 4.950 0.167 0.226 -0.6 6.9 1.5 -0.22
N 6.314 0.297 -0.176 2.6 -1.5 4.3 -0.24
O 6.842 1.253 0.497 0.1 -2.4 -3.3 0.05
O 6.868 -0.746 -0.633 -0.8 3.6 0.3 0.07
C 4.145 -0.696 -0.196 -1.3 -9.8 -5.1 -0.08
C 2.750 -0.902 -0.042 0.4 -3.4 1.8 0.02
H -3.640 -1.728 1.872 -1.0 2.6 2.5 0.01
H -3.731 -3.453 1.341 0.0 1.1 -0.2 0.09
H -4.888 -1.879 -0.358 0.0 0.8 -1.0 0.12
H -3.496 -2.595 -1.195 0.4 -0.2 -0.7 0.11
H -2.387 3.552 -0.155 4.5 5.0 -1.3 0.02
H -4.194 3.877 1.432 -0.8 5.9 3.0 0.02
H -5.747 2.266 1.973 -8.3 2.5 5.9 0.01
H -5.561 -0.035 1.257 2.0 1.9 -1.2 0.16
H -0.026 1.913 -1.299 6.0 1.3 4.0 0.02
H -1.263 2.758 -2.329 1.5 -2.6 1.8 0.19
H -0.984 0.672 -3.795 -14.3 -0.8 -11.4 -0.03
H 0.471 1.218 -3.316 9.8 6.1 -2.2 0.01
H 0.440 -0.677 -1.742 1.7 0.8 1.8 0.04
H 0.306 -1.418 -3.381 -0.3 2.7 1.7 0.17
H -2.141 -1.479 -3.213 1.6 -0.7 1.5 0.16
H -1.124 -2.304 -1.721 -0.7 0.8 -0.9 0.12
H -1.713 -0.467 1.330 2.0 -0.2 -0.1 0.17
H 0.579 -2.068 1.001 3.7 -7.9 -0.8 0.08
H 2.511 2.003 1.682 -0.2 -1.2 -0.7 0.14
H 4.820 2.029 1.352 -0.5 0.2 -0.8 0.13
H 4.744 -1.571 -0.737 -1.6 1.7 0.6 0.17
H 2.336 -2.036 -0.425 1.0 3.7 0.9 0.20
```
Positions in Å, forces in eV/Å.



ORCA calculation (ωB97M-V/def2-TZVPD) on the molecule C22H22N4O6S.

## Properties
SMILES ... CCOc1ccc(NC(=O)C(=O)N/N=C\c2ccc(CNS(=O)(=O)c3ccccc3)o2)cc1
E_LUMO ... 0.0078 Ha
Charge ... 0
Multiplicity ... 1
E_tot ... -52250.579 eV

```
55
Properties=species:S:1:pos:R:3:forces:R:3:lowdin_charge:R:1
C 1.265 -3.416 6.696 -0.3 0.1 -0.3 -0.06
C -0.016 -2.756 6.193 0.2 0.0 0.4 -0.25
O -0.296 -3.069 4.843 -0.1 -0.1 -0.3 -0.06
C 0.420 -2.479 3.845 0.0 0.0 -0.3 -0.28
C 0.158 -2.954 2.558 0.0 0.1 0.3 0.00
C 0.782 -2.407 1.458 0.1 0.0 -0.1 -0.02
C 1.689 -1.361 1.619 -0.3 -0.3 0.3 -0.23
N 2.319 -0.751 0.535 0.5 0.4 -0.2 0.16
C 1.960 -0.741 -0.755 0.2 -0.2 0.2 -0.39
O 1.078 -1.401 -1.292 0.0 -0.2 0.1 0.03
C 2.833 0.248 -1.543 0.4 0.3 -0.3 -0.39
O 3.806 0.775 -1.048 -0.1 0.0 0.0 0.09
N 2.313 0.410 -2.774 -1.2 -0.8 0.0 0.06
N 2.686 1.325 -3.690 0.9 0.6 -0.2 0.09
C 1.820 1.765 -4.521 0.1 -0.4 0.4 -0.06
C 0.403 1.506 -4.567 -0.7 0.5 -0.8 -0.22
C -0.582 2.009 -5.388 0.8 -0.3 0.5 0.01
C -1.808 1.516 -4.897 0.0 -0.5 0.6 0.00
C -1.505 0.743 -3.810 -0.7 0.3 -0.8 -0.26
C -2.312 -0.001 -2.789 -0.1 0.2 -0.2 -0.14
N -1.587 -0.149 -1.543 0.4 0.6 0.4 -0.10
S -1.104 1.294 -0.823 -0.1 -0.3 0.4 0.70
O 0.312 1.250 -0.575 -0.4 -0.1 0.2 -0.25
O -1.635 2.399 -1.568 -0.3 -0.1 0.1 -0.26
C -1.949 1.180 0.745 0.2 0.2 -0.4 -0.27
C -1.647 0.116 1.572 0.0 -0.1 0.1 -0.05
C -2.288 0.004 2.794 0.1 0.0 -0.1 -0.05
C -3.222 0.957 3.171 -0.1 0.1 0.0 -0.07
C -3.520 2.019 2.331 0.0 0.0 0.0 -0.07
C -2.880 2.133 1.107 0.0 0.1 -0.2 -0.06
O -0.179 0.723 -3.618 0.2 -0.1 0.0 0.03
C 1.966 -0.900 2.900 0.0 -0.1 -0.4 0.00
C 1.341 -1.448 4.005 -0.2 -0.1 0.2 -0.02
H 1.407 -3.183 7.748 0.0 0.0 0.1 0.08
H 2.129 -3.066 6.136 0.1 0.0 0.0 0.07
H 1.194 -4.494 6.579 0.0 -0.1 0.0 0.08
H 0.020 -1.670 6.340 -0.1 -0.1 0.0 0.12
H -0.875 -3.149 6.743 0.1 0.1 0.0 0.12
H -0.551 -3.759 2.446 -0.1 -0.1 0.0 0.12
H 0.568 -2.781 0.470 0.0 0.0 0.0 0.11
H 3.057 -0.080 0.742 -0.1 -0.2 -0.2 0.15
H 1.426 -0.086 -2.889 0.4 0.2 0.1 0.12
H 2.198 2.460 -5.257 0.0 0.1 -0.1 0.12
H -0.439 2.659 -6.228 0.1 0.2 -0.2 0.11
H -2.785 1.716 -5.286 -0.2 0.0 0.0 0.11
H -3.226 0.559 -2.580 0.0 -0.1 -0.2 0.13
H -2.584 -0.999 -3.149 0.0 0.1 0.1 0.14
H -0.789 -0.774 -1.606 0.2 0.0 0.1 0.07
H -0.915 -0.608 1.253 0.1 -0.2 0.1 0.09
H -2.058 -0.825 3.446 0.0 -0.1 0.1 0.10
H -3.722 0.872 4.125 0.0 0.0 0.1 0.10
H -4.249 2.758 2.629 -0.1 0.1 0.0 0.11
H -3.083 2.945 0.427 -0.1 0.1 0.0 0.11
H 2.674 -0.095 3.034 0.1 0.1 0.0 0.12
H 1.579 -1.054 4.980 0.0 0.0 0.1 0.11
```
Positions in Å, forces in eV/Å.